{
  "formula": "C18H20N4O4S",
  "method": "wB97M-V/def2-TZVPD",
  "symbols": ["S", "O", "O", "O", "O", "N", "N", "N", "N", "C", "C", "C", "C", "C", "C", "C", "C", "C", "C", "C", "C", "C", "C", "C", "C", "C", "C", "H", "H", "H", "H", "H", "H", "H", "H", "H", "H", "H", "H", "H", "H", "H", "H", "H", "H", "H", "H"],
  "xyz": [[-0.285, -1.517, 0.854], [-1.424, 1.372, -1.521], [5.386, 2.515, -0.785], [-0.331, -2.140, 2.125], [-1.167, -0.194, 0.911], [-0.730, -2.342, -0.248], [-5.530, 1.402, 0.233], [-2.437, -0.640, -1.416], [5.384, 0.286, 0.089], [3.652, -1.374, 0.866], [-3.844, 2.950, 1.167], [-3.247, 1.356, -0.262], [-2.256, 0.616, -1.280], [-1.990, -2.945, -0.267], [-4.567, 1.169, -0.524], [1.352, -0.798, 0.552], [-1.434, -1.234, -2.441], [1.582, 0.460, 0.053], [-2.925, 2.223, 0.817], [2.982, 0.789, -0.061], [-2.935, -1.558, -0.737], [-5.082, 2.464, 1.163], [-0.296, -1.905, -1.683], [7.435, 1.442, -0.290], [6.025, 1.472, -0.376], [2.310, -1.810, 1.176], [4.016, -0.202, 0.131], [-5.040, 0.298, -1.151], [-2.006, -2.192, -3.033], [7.896, 0.559, -1.010], [0.706, 1.179, -0.209], [-2.230, -3.193, 0.778], [3.103, 2.006, -0.444], [7.659, 2.442, -0.841], [-1.140, -0.479, -2.890], [-3.575, 3.609, 2.122], [5.935, -0.537, 0.434], [4.419, -1.994, 1.108], [-5.936, 2.838, 1.822], [2.013, -2.571, 1.669], [-3.925, -2.060, -1.166], [-3.489, -1.039, 0.332], [-1.846, 2.360, 0.659], [0.217, -2.668, -2.406], [0.533, -0.862, -1.515], [7.842, 1.194, 0.680], [-2.034, -3.703, -0.850]],
  "total_charge": 0,
  "homo_lumo_gap_ev": 8.5,
  "homo_ev": -8.512,
  "de_lowest_kcal_mol": 391.0
}

{
  "formula": "C4H7NO",
  "method": "wB97M-V/def2-TZVPD",
  "symbols": ["O", "N", "C", "C", "C", "C", "H", "H", "H", "H", "H", "H", "H"],
  "xyz": [[-0.747, -0.619, 0.412], [-0.911, 1.388, 1.574], [0.392, -0.306, -1.185], [0.090, 1.157, -0.728], [0.496, -1.563, 0.399], [-0.544, 0.726, 0.567], [-1.309, 0.737, 2.258], [0.979, 1.794, -0.628], [-0.002, -2.524, 0.709], [1.402, -0.502, -1.394], [1.114, -1.292, 1.288], [-0.331, -0.706, -1.902], [-0.628, 1.710, -1.370]],
  "total_charge": 0,
  "homo_lumo_gap_ev": 9.0,
  "homo_ev": -8.433,
  "de_lowest_kcal_mol": 134.6
}

{
  "formula": "C3H3N3S",
  "method": "wB97M-V/def2-TZVPD",
  "symbols": ["S", "N", "N", "N", "C", "C", "C", "H", "H", "H"],
  "xyz": [[2.369, 0.195, -0.095], [-1.668, 1.199, -0.034], [-1.514, -1.102, -0.086], [-2.213, -0.009, -0.111], [-0.342, 1.305, 0.043], [-0.160, -1.049, 0.030], [0.528, 0.133, -0.115], [0.396, -1.966, 0.037], [2.595, -1.113, 0.328], [0.010, 2.406, 0.004]],
  "total_charge": 0,
  "homo_lumo_gap_ev": 9.7,
  "homo_ev": -9.870,
  "de_lowest_kcal_mol": 61.9
}

{
  "formula": "C3H6FNO2",
  "method": "wB97M-V/def2-TZVPD",
  "symbols": ["F", "O", "O", "N", "C", "C", "C", "H", "H", "H", "H", "H", "H"],
  "xyz": [[-1.247, -2.393, -0.316], [-2.642, 1.280, 0.919], [-2.811, 0.373, -1.010], [-2.197, 0.652, -0.025], [-0.759, 0.263, 0.082], [-0.038, -0.213, -0.855], [-0.243, 0.677, 1.459], [0.747, 0.262, 1.481], [1.047, -0.428, -0.462], [-0.914, 0.227, 2.309], [-0.420, -0.861, -1.716], [-1.076, -3.099, -0.892], [-0.272, 1.737, 1.557]],
  "total_charge": 0,
  "homo_lumo_gap_ev": 10.6,
  "homo_ev": -10.640,
  "de_lowest_kcal_mol": 110.5
}

{
  "formula": "C3H7N2O",
  "method": "wB97M-V/def2-TZVPD",
  "symbols": ["O", "N", "N", "C", "C", "C", "H", "H", "H", "H", "H", "H", "H"],
  "xyz": [[-2.093, -1.042, 0.495], [1.179, -0.597, 0.168], [0.053, 1.224, 0.194], [0.803, 0.409, 0.973], [0.661, -0.412, -1.080], [0.200, 0.869, -1.126], [0.226, 1.463, -2.026], [-2.925, -0.688, 0.833], [-0.167, 2.172, 0.465], [-2.095, -1.977, 0.760], [0.903, 0.453, 2.041], [0.589, -1.158, -1.852], [1.740, -1.381, 0.464]],
  "total_charge": 1,
  "homo_lumo_gap_ev": 10.7,
  "homo_ev": -14.255,
  "de_lowest_kcal_mol": 20.1
}

{
  "formula": "C15H30FO15Tl",
  "method": "wB97M-V/def2-TZVPD",
  "symbols": ["Tl", "F", "O", "O", "O", "O", "O", "O", "O", "O", "O", "O", "O", "O", "O", "O", "O", "C", "C", "C", "C", "C", "C", "C", "C", "C", "C", "C", "C", "C", "C", "C", "H", "H", "H", "H", "H", "H", "H", "H", "H", "H", "H", "H", "H", "H", "H", "H", "H", "H", "H", "H", "H", "H", "H", "H", "H", "H", "H", "H", "H", "H"],
  "xyz": [[0.871, -1.701, -14.221], [0.502, 2.574, -12.502], [3.467, 5.328, -18.250], [-4.167, 2.778, -18.135], [-4.497, 0.946, -19.250], [-2.960, 0.996, -17.647], [5.815, 0.322, -13.706], [-0.610, -0.151, -6.553], [2.562, 4.324, -19.810], [2.309, 3.331, -17.820], [0.676, -1.667, -5.901], [0.328, 10.752, -9.876], [2.226, 11.850, -9.338], [7.819, 1.500, -14.094], [0.695, -1.302, -8.200], [2.340, 9.761, -9.684], [6.971, 1.557, -12.248], [1.943, 3.272, -20.522], [-3.557, 3.578, -17.170], [7.645, 1.671, -15.458], [0.294, -1.032, -7.021], [6.065, 1.283, -11.175], [1.528, 10.805, -9.679], [6.770, 1.082, -13.375], [1.551, -2.755, -5.774], [1.522, 13.020, -9.059], [-3.800, 1.555, -18.324], [-0.950, 0.960, -7.307], [-5.594, 1.564, -20.008], [3.683, 5.687, -16.920], [1.935, 8.467, -10.035], [2.671, 4.262, -18.512], [7.539, 0.709, -15.958], [-5.855, 0.820, -20.760], [-3.997, 3.259, -16.225], [1.971, -2.869, -4.775], [-1.530, 1.546, -6.593], [8.465, 2.222, -15.920], [6.435, 1.822, -10.303], [6.155, 0.209, -11.013], [2.762, 7.794, -9.809], [2.934, 5.314, -16.222], [-5.303, 2.497, -20.491], [-6.457, 1.716, -19.360], [0.939, 12.760, -8.176], [2.600, 2.403, -20.574], [3.832, 6.743, -16.693], [1.859, 8.470, -11.122], [-1.450, 0.626, -8.216], [1.064, -3.725, -5.871], [2.163, 13.868, -8.822], [2.400, -2.634, -6.447], [-0.243, 1.777, -7.457], [1.752, 3.475, -21.575], [6.737, 2.228, -15.689], [0.953, 13.468, -9.874], [-2.470, 3.635, -17.110], [1.151, 8.104, -9.370], [1.004, 3.011, -20.034], [5.024, 1.601, -11.235], [-3.904, 4.579, -17.429], [4.642, 5.310, -16.564]],
  "total_charge": 2,
  "homo_lumo_gap_ev": 1.4,
  "homo_ev": -14.398,
  "de_lowest_kcal_mol": 154.6
}